(1)
DFT (ωB97M-V/def2-TZVPD) results for a single C5H4N2 molecule.

The geometry in ORCA input format:
```
! RIJCOSX wB97M-V def2-TZVPD def2/J DEFGRID3
* xyz 0 1
H -3.5723 -0.0181 -1.4869
C 1.6174 0.4414 1.3882
C -1.4878 0.0157 -0.5827
H -0.4434 1.1209 1.9166
H 0.9779 -0.7082 -1.5306
H 2.6777 -0.9253 0.3516
C -2.5890 0.0000 -1.0707
N 0.8640 -0.5914 -0.5294
N 1.9545 -0.2299 0.2684
C -0.2012 0.0538 0.0298
C 0.2126 0.6519 1.1984
*
```

Calculated values
- largest force on an atom (eV Å⁻¹) = 0.6
- LUMO energy (eV) = 0.45
- energy above the lowest of the compared OMol25 structures with the same formula, charge and spin (kcal per mole) = 94.01

Atom charges from the natural (NBO) analysis, given in e for atoms 1 to 8: number 1, H, carries 0.242; number 2, C, carries -0.020; number 3, C, carries -0.063; number 4, H, carries 0.228; number 5, H, carries 0.409; number 6, H, carries 0.409; number 7, C, carries -0.158; number 8, N, carries -0.380



(2)
DFT (ωB97M-V/def2-TZVPD) results for a single C5H4N2O molecule.

The geometry in ORCA input format:
```
! RIJCOSX wB97M-V def2-TZVPD def2/J DEFGRID3
* xyz 0 1
H -0.7201 3.0032 0.4631
C -0.2103 2.2027 -0.0855
N 2.1591 -1.2852 1.3114
C -0.4316 -1.3875 -0.4587
C 1.4772 -0.6700 0.6259
C -1.0497 -2.3721 -0.1606
O 0.4694 2.2792 -1.0913
H -1.0616 0.4943 0.9635
N -0.2708 0.9493 0.4373
H -1.5536 -3.2270 -0.3595
C 0.4290 -0.1668 -0.3581
H 0.7631 0.1799 -1.2876
*
```

Calculated values
- structure (SMILES) = C#C[C@H](C#N)NC=O
- largest force on an atom (eV Å⁻¹) = 4.1
- LUMO energy (eV) = 0.53
- energy above the lowest of the compared OMol25 structures with the same formula, charge and spin (kcal per mole) = 64.46

Atom charges from the natural (NBO) analysis, given in e for atoms 1 to 8: number 1, H, carries 0.153; number 2, C, carries 0.521; number 3, N, carries -0.295; number 4, C, carries -0.031; number 5, C, carries 0.272; number 6, C, carries -0.164; number 7, O, carries -0.602; number 8, H, carries 0.418



(3)
DFT (ωB97M-V/def2-TZVPD) results for 2 unconnected molecules or ions with the total composition C5H4N2O.

The geometry in ORCA input format:
```
! RIJCOSX wB97M-V def2-TZVPD def2/J DEFGRID3
* xyz 0 1
H -1.1196 -0.3628 1.3376
C 1.1185 1.9215 -0.0951
H 3.2013 2.2181 -0.2456
C -0.0952 -1.6857 0.0995
N -1.1511 -0.7882 0.4218
C -2.7448 0.8317 -0.3467
C -1.7941 -0.0771 -0.6080
H -1.7791 -0.5482 -1.6579
H 0.4863 -2.2414 0.8398
C 2.1832 2.4012 -0.3700
N -3.5951 1.6068 -0.0557
O 0.2788 -1.9024 -1.0243
*
```

Calculated values
- largest force on an atom (eV Å⁻¹) = 4.8
- LUMO energy (alpha / beta) (eV) = -1.30 / -3.29
- energy above the lowest of the compared OMol25 structures with the same formula, charge and spin (kcal per mole) = 165.00

Atom charges from the natural (NBO) analysis, given in e for atoms 1 to 8: number 1, H, carries 0.418; number 2, C, carries 0.147; number 3, H, carries 0.236; number 4, C, carries 0.512; number 5, N, carries -0.598; number 6, C, carries 0.153; number 7, C, carries -0.075; number 8, H, carries 0.263



(4)
DFT (ωB97M-V/def2-TZVPD) results for a single C5H4N2O molecule.

The geometry in ORCA input format:
```
! RIJCOSX wB97M-V def2-TZVPD def2/J DEFGRID3
* xyz 0 1
H 0.1641 -2.9288 -0.9757
N -0.5432 -0.9068 0.5520
C 0.0404 -0.1843 -0.5804
C -0.5527 -0.0513 1.5158
C 0.3304 -0.9734 -1.7970
N 0.2713 1.0681 -0.4260
C 0.3122 -2.3010 -1.8287
H 0.5736 -2.8230 -2.7565
H 0.4961 -0.3975 -2.7073
C -0.0306 1.3103 1.0186
O 0.1352 2.3161 1.6403
H -1.0100 -0.3099 2.4657
*
```

Calculated values
- structure (SMILES) = C=CC1=NC(=O)C=N1
- largest force on an atom (eV Å⁻¹) = 1.8
- LUMO energy (eV) = -1.50
- energy above the lowest of the compared OMol25 structures with the same formula, charge and spin (kcal per mole) = 23.57

Atom charges from the natural (NBO) analysis, given in e for atoms 1 to 8: number 1, H, carries 0.215; number 2, N, carries -0.416; number 3, C, carries 0.396; number 4, C, carries 0.027; number 5, C, carries -0.271; number 6, N, carries -0.484; number 7, C, carries -0.283; number 8, H, carries 0.205



(5)
DFT (ωB97M-V/def2-TZVPD) results for a molecular structure, C5H4N2O.

The geometry in ORCA input format:
```
! RIJCOSX wB97M-V def2-TZVPD def2/J DEFGRID3
* xyz 0 1
H -2.4370 0.6911 1.0473
C -1.9099 0.3155 0.1465
H 1.4079 1.8627 0.0633
C -0.3545 0.3144 -0.1567
C 0.9217 0.8805 -0.1968
H 2.8932 0.3825 0.2012
H -2.4218 0.8776 -0.7198
O -1.8309 -1.2246 -0.1286
C 1.9266 0.0691 -0.0812
C -0.4738 -1.0341 -0.2395
N 0.5310 -1.8257 -0.0097
N 1.7476 -1.3090 0.0738
*
```

Calculated values
- largest force on an atom (eV Å⁻¹) = 7.1
- LUMO energy (eV) = 0.19
- energy above the lowest of the compared OMol25 structures with the same formula, charge and spin (kcal per mole) = 87.32

Atom charges from the natural (NBO) analysis, given in e for atoms 1 to 8: number 1, H, carries 0.233; number 2, C, carries -0.087; number 3, H, carries 0.240; number 4, C, carries -0.078; number 5, C, carries -0.236; number 6, H, carries 0.207; number 7, H, carries 0.207; number 8, O, carries -0.469



(6)
DFT (ωB97M-V/def2-TZVPD) results for a single C5H4N2O molecule.

The geometry in ORCA input format:
```
! RIJCOSX wB97M-V def2-TZVPD def2/J DEFGRID3
* xyz 0 1
H 2.3918 0.7472 0.4007
H -1.3598 -2.7067 -0.0851
N 0.4997 -1.8574 -0.1344
C -0.7716 -1.7818 -0.0577
C -1.2387 -0.3665 0.0030
C -0.0361 0.4508 -0.0686
C 1.0821 -0.5205 -0.0147
C -0.1185 1.7645 -0.1462
H 0.7042 2.5405 -0.0721
N 2.2877 -0.2473 0.3058
O -2.3420 -0.0285 0.3427
H -1.0988 2.0058 -0.4735
*
```

Calculated values
- structure (SMILES) = [H]/N=C1/N=CC(=O)C1=C
- largest force on an atom (eV Å⁻¹) = 2.3
- LUMO energy (eV) = -0.87
- energy above the lowest of the compared OMol25 structures with the same formula, charge and spin (kcal per mole) = 34.68

Atom charges from the natural (NBO) analysis, given in e for atoms 1 to 8: number 1, H, carries 0.338; number 2, H, carries 0.220; number 3, N, carries -0.352; number 4, C, carries 0.037; number 5, C, carries 0.466; number 6, C, carries -0.240; number 7, C, carries 0.365; number 8, C, carries -0.245



- What is the largest force on an atom in the second record?
  4.1 eV Å⁻¹